Record 1
ORCA calculation (ωB97M-V with the def2-TZVPD basis set) on the molecule C23H27N5O4 at a distorted geometry.

* LUMO level: 0.370 eV
* Kohn-Sham gap: 0.318 hartree
* SMILES string: CCOC(=O)[C@H]1CCCN(C(=O)Cn2nc(C)c3c(C)n(-c4ccccc4)nc3c2=O)C1
* electronic energy: -39930.5747 eV

The geometry in ORCA input format:
```
! RIJCOSX wB97M-V def2-TZVPD def2/J DEFGRID3
* xyz 0 1
C 0.0246 3.1102 1.1079
C -1.1670 2.8621 2.0185
H -1.3636 3.7284 2.6601
H -1.0078 1.9782 2.6439
O -2.3360 2.6547 1.2228
C -3.0238 1.5384 1.3874
O -2.8355 0.7319 2.2667
C -4.1684 1.4455 0.3837
C -3.7439 1.9471 -1.0031
C -4.6920 1.3799 -2.0555
H -4.4776 1.8155 -3.0313
C -4.5180 -0.1427 -2.1292
N -4.0800 -0.6727 -0.8470
C -2.9876 -1.4667 -0.8323
O -2.4870 -1.8937 -1.8561
C -2.4103 -1.8951 0.5226
N -0.9649 -1.8426 0.4197
N -0.3152 -2.9819 0.6567
C 0.9715 -3.0530 0.5874
C 1.7292 -1.8822 0.2719
C 3.0715 -1.5354 0.1469
N 3.0808 -0.2067 -0.1389
N 1.8596 0.3197 -0.2279
C 1.0221 -0.6722 0.0242
C -0.4246 -0.6294 0.0609
O -1.1409 0.3322 -0.1725
C 4.1816 0.6387 -0.3626
C 5.3292 0.5620 0.4174
C 6.3845 1.4203 0.1627
C 6.2952 2.3592 -0.8508
C 5.1371 2.4530 -1.6060
C 4.0795 1.5973 -1.3653
H 3.1653 1.6587 -1.9340
H 5.0584 3.1941 -2.3866
H 7.1231 3.0243 -1.0441
H 7.2769 1.3594 0.7674
H 5.3900 -0.1408 1.2331
C 4.2904 -2.3810 0.2072
H 4.0670 -3.3702 -0.1845
H 5.0925 -1.9420 -0.3829
H 4.6384 -2.4995 1.2345
C 1.6000 -4.3797 0.8627
H 2.3544 -4.2918 1.6423
H 2.0756 -4.7655 -0.0381
H 0.8303 -5.0774 1.1783
H -2.6833 -2.9315 0.7265
H -2.7126 -1.2437 1.3417
C -4.6944 0.0006 0.2702
H -5.7729 0.0127 0.0825
H -4.5269 -0.5308 1.2055
H -5.4565 -0.6292 -2.4213
H -3.7498 -0.4111 -2.8568
H -5.7215 1.6378 -1.7958
H -3.7439 3.0361 -1.0231
H -2.7295 1.6025 -1.2046
H -4.9683 2.0808 0.7821
H 0.9187 3.2608 1.7066
H -0.1497 3.9917 0.4969
H 0.1714 2.2540 0.4545
*
```

Results of the Mulliken charge analysis, in e, for atoms 1 through 4: atom 1 (C): -0.909, atom 2 (C): -0.357, atom 3 (H): 0.328, atom 4 (H): 0.321

=====

Record 2
ORCA calculation (ωB97M-V with the def2-TZVPD basis set) on the molecule C23H27N5O4S at a distorted geometry.

* LUMO level: -0.069 eV
* Kohn-Sham gap: 0.319 hartree
* SMILES string: COCCCn1c(=O)c2sccc2n2c(CCCC(=O)NCc3cccc(OC)c3)nnc12
* electronic energy: -50765.8604 eV

The geometry in ORCA input format:
```
! RIJCOSX wB97M-V def2-TZVPD def2/J DEFGRID3
* xyz 0 1
C -0.8119 2.9662 -3.0868
O -1.4239 4.1779 -2.7392
C -1.0909 4.6670 -1.4578
C -1.7756 3.9079 -0.3021
H -2.3938 3.1088 -0.7144
H -2.4376 4.5807 0.2419
C -0.7972 3.3080 0.7091
N 0.0428 2.2784 0.1183
C -0.5228 1.0666 -0.1249
N -1.7193 0.6812 0.2164
N -1.8758 -0.5755 -0.2491
C -0.7983 -0.9555 -0.8661
N 0.1343 0.0643 -0.8131
C 1.4458 0.2461 -1.1902
C 2.0268 1.4628 -0.8795
C 1.3599 2.5638 -0.2129
O 1.8611 3.6421 0.0275
S 3.6677 1.5308 -1.3941
C 3.5574 -0.0628 -2.0157
C 2.3336 -0.6337 -1.8452
H 2.0953 -1.6327 -2.1538
H 4.4156 -0.5077 -2.4790
C -0.5625 -2.2595 -1.5340
C -1.8306 -3.0429 -1.8934
H -1.5031 -3.9727 -2.3621
H -2.4097 -2.4762 -2.6245
C -2.7387 -3.3826 -0.7046
C -1.9040 -3.8655 0.4694
O -1.3584 -4.9504 0.5018
N -1.8285 -2.9640 1.4749
H -2.1668 -2.0293 1.2832
C -0.8699 -3.1062 2.5544
C 0.4134 -2.4053 2.1854
C 1.3787 -3.0747 1.4465
C 2.5217 -2.4071 1.0379
C 2.7026 -1.0764 1.3537
C 1.7322 -0.3913 2.0857
C 0.5891 -1.0635 2.5009
H -0.1757 -0.5577 3.0705
O 1.9882 0.9285 2.3167
C 1.1873 1.6174 3.2476
H 0.1403 1.6608 2.9330
H 1.5921 2.6271 3.2886
H 1.2485 1.1557 4.2380
H 3.5917 -0.5430 1.0560
H 3.2805 -2.9282 0.4732
H 1.2305 -4.1150 1.1997
H -0.6957 -4.1765 2.6853
H -1.3003 -2.6869 3.4672
H -3.4177 -4.1817 -1.0041
H -3.3148 -2.5056 -0.4185
H 0.0714 -2.8714 -0.8827
H -0.0109 -2.0726 -2.4596
H -1.3645 2.8540 1.5245
H -0.1234 4.0759 1.0945
H -1.4219 5.7074 -1.4739
H -0.0007 4.6574 -1.3258
H 0.2794 3.0239 -2.9741
H -1.0562 2.7868 -4.1324
H -1.1870 2.1264 -2.4883
*
```

Results of the Mulliken charge analysis, in e, for atoms 1 through 4: atom 1 (C): -0.392, atom 2 (O): -0.501, atom 3 (C): -0.499, atom 4 (C): -0.755